Entry 1:
{
  "formula": "C22H49O13PSi",
  "method": "ωB97M-V/def2-TZVPD",
  "species": ["P", "Si", "O", "O", "O", "O", "O", "O", "O", "O", "O", "O", "O", "O", "O", "C", "C", "C", "C", "C", "C", "C", "C", "C", "C", "C", "C", "C", "C", "C", "C", "C", "C", "C", "C", "C", "C", "H", "H", "H", "H", "H", "H", "H", "H", "H", "H", "H", "H", "H", "H", "H", "H", "H", "H", "H", "H", "H", "H", "H", "H", "H", "H", "H", "H", "H", "H", "H", "H", "H", "H", "H", "H", "H", "H", "H", "H", "H", "H", "H", "H", "H", "H", "H", "H", "H"],
  "coordinates": [[0.052868, 2.442859, 0.391450], [-0.436423, 4.492508, 1.096387], [1.843771, 6.127332, 3.747064], [2.428667, 2.825870, 7.517990], [0.886833, 1.594857, 1.584109], [-1.664882, -4.256394, -3.203790], [0.652736, 7.644602, 4.781044], [4.513373, 3.381351, 7.154524], [1.578996, -4.239040, -5.132341], [-1.263790, -3.536221, -1.180189], [1.008947, 2.621124, -0.990365], [-5.151026, -7.417404, -5.013835], [1.464298, -6.163067, -6.170142], [-7.063206, -8.377963, -5.478086], [0.668491, 5.728836, -1.192468], [-7.229080, -6.443896, -4.133129], [-0.333258, 8.026112, 5.744843], [6.003560, 3.584536, 5.239330], [-0.332204, -2.298426, -3.083861], [0.900407, -5.031711, -5.728162], [5.824602, 3.091880, 6.659939], [3.453732, 2.590849, 6.942263], [1.815343, 6.015791, -0.422127], [-0.506833, 5.686392, -0.407938], [0.297886, 8.385458, 7.073235], [-4.384297, -6.289859, -4.570649], [-1.111285, -3.445590, -2.503189], [0.451197, -7.045501, -8.201069], [-4.091378, -6.353426, -3.088641], [-6.486914, -7.472341, -4.944376], [0.714415, -7.247718, -6.723888], [-1.155082, -1.393818, -0.023284], [-0.514757, -2.746271, -0.248975], [1.138708, 6.400651, 4.679952], [0.860829, 5.403776, 5.771253], [3.544738, 1.483039, 5.927231], [-0.537894, -4.740630, -6.052477], [-0.969824, -4.185862, -5.221842], [-0.824402, 8.902436, 5.324421], [2.509961, 6.546485, -1.079068], [0.561348, 5.067504, 2.029870], [1.340557, 2.190690, 2.173338], [1.685588, 5.415135, 6.483288], [3.172146, 1.849672, 4.971480], [6.053127, 2.030583, 6.767779], [-1.184317, -0.803950, -0.939392], [-0.069582, -7.908244, -8.617808], [-0.461487, 8.729378, 7.776224], [0.170304, -2.643761, -3.985762], [-5.006807, -6.324138, -2.494805], [-3.449518, -6.339820, -5.127236], [-4.868772, -5.356148, -4.860970], [2.320567, 5.083808, -0.141528], [-0.154112, -6.157315, -8.383572], [-8.192017, -6.264893, -4.606461], [-0.074556, 5.572706, 6.299901], [6.506606, 3.625158, 7.320216], [-1.099326, 7.255327, 5.840373], [0.815910, 7.534307, 7.515934], [-6.723770, -5.482930, -4.065551], [-0.860360, 6.685728, -0.116058], [0.527535, -2.668802, -0.560610], [1.625462, 6.662824, 0.435471], [1.035991, 9.176573, 6.939250], [1.933665, 2.516529, -0.785822], [-1.150235, -5.630105, -6.185040], [-0.519411, -3.313401, 0.680722], [-7.393549, -6.837029, -3.130850], [1.390737, -6.909841, -8.737457], [5.321706, 3.084525, 4.550847], [0.795321, 4.414419, 5.324058], [-2.185666, -1.513290, 0.313100], [-3.459811, -5.520159, -2.792251], [-0.603255, -0.829477, 0.729262], [-1.290679, 5.297386, -1.072188], [-0.200953, -7.415274, -6.154689], [1.335377, -8.130802, -6.581142], [0.439434, -1.910013, -2.423994], [4.547628, 1.083598, 5.794255], [2.916452, 0.660267, 6.261045], [-3.581347, -7.285615, -2.842316], [-1.735102, 4.584920, 1.776000], [7.024883, 3.408699, 4.900084], [5.792915, 4.652433, 5.179595], [-1.024813, -1.496953, -3.341502], [-0.581637, -4.131814, -6.956228]],
  "atomic_forces_ev_per_a": [[-1.152, -1.982, -1.229], [1.031, 1.755, 0.256], [0.185, 0.086, -0.178], [-0.196, 0.155, 0.159], [-0.322, 0.834, -1.066], [-0.075, -0.017, 0.123], [-0.193, 0.358, -0.317], [0.229, 0.234, 0.354], [0.228, 0.071, 0.121], [-0.024, -0.404, 0.296], [-0.598, -0.166, 1.416], [0.373, -0.053, -0.337], [0.358, -0.335, 0.164], [-0.029, -0.208, -0.158], [-0.172, 0.413, 0.384], [-0.083, 0.523, -0.205], [-0.031, 0.087, 0.251], [-0.120, -0.003, -0.097], [0.462, -0.068, -0.078], [-0.309, 0.273, -0.164], [0.163, 0.034, -0.227], [-0.153, -0.123, -0.303], [0.653, 0.143, -0.800], [-0.637, -0.921, -0.386], [0.136, -0.086, 0.060], [0.111, 0.093, 0.271], [0.011, 0.342, -0.197], [-0.028, 0.144, -0.070], [-0.229, -0.078, 0.180], [-0.227, 0.011, 0.252], [-0.111, -0.084, -0.209], [-0.077, 0.056, -0.131], [0.021, 0.282, 0.192], [0.194, -0.267, 0.301], [-0.473, -0.181, -0.033], [0.267, -0.478, 0.151], [-0.359, -0.137, 0.171], [0.106, 0.015, -0.148], [0.083, -0.025, -0.132], [-0.032, -0.015, 0.029], [-0.043, -0.188, 0.143], [0.527, 0.304, 0.470], [-0.014, -0.049, 0.016], [0.015, 0.016, -0.003], [-0.065, -0.009, -0.042], [0.099, 0.043, 0.037], [0.011, -0.005, 0.014], [-0.004, 0.006, -0.017], [-0.111, -0.019, -0.039], [-0.029, 0.041, -0.056], [-0.057, -0.103, -0.075], [-0.049, -0.028, 0.033], [-0.115, 0.069, 0.393], [-0.069, -0.052, 0.029], [-0.042, -0.201, 0.063], [0.115, 0.073, 0.120], [-0.125, 0.034, 0.090], [0.062, -0.044, 0.023], [-0.084, -0.027, 0.023], [0.060, -0.077, 0.161], [0.251, -0.024, 0.203], [-0.038, 0.021, -0.075], [-0.111, -0.187, 0.128], [-0.068, 0.045, -0.033], [0.805, 0.208, -0.024], [0.035, 0.030, -0.167], [-0.079, -0.133, -0.092], [0.015, 0.002, 0.004], [0.019, -0.077, 0.034], [0.055, -0.061, 0.003], [0.212, 0.005, 0.004], [0.040, -0.046, 0.071], [0.058, -0.024, -0.029], [-0.003, 0.002, -0.012], [0.082, 0.092, 0.010], [-0.016, 0.072, -0.024], [0.096, 0.088, 0.082], [-0.133, 0.109, 0.037], [-0.001, 0.116, -0.141], [-0.158, 0.133, -0.044], [0.056, 0.021, -0.068], [-0.267, -0.405, 0.002], [0.000, 0.004, 0.019], [0.054, 0.003, 0.050], [-0.011, 0.000, 0.045], [0.042, -0.055, -0.032]],
  "mulliken_charge": [0.32, 0.50, -0.59, -0.56, -0.45, -0.54, -0.38, -0.37, -0.60, -0.37, -0.48, -0.36, -0.38, -0.57, -0.39, -0.87, -0.39, -0.92, -0.97, 0.77, -0.43, 0.84, -0.64, -0.50, -0.95, -0.04, 0.88, -0.95, -0.55, 0.69, -0.30, -0.78, -0.56, 0.75, -0.82, -0.95, -0.41, -0.04, 0.32, 0.29, -0.17, 0.28, 0.22, 0.14, 0.37, 0.27, 0.35, 0.35, 0.17, 0.29, -0.07, 0.32, 0.17, 0.27, 0.30, 0.33, 0.32, 0.36, 0.27, 0.31, 0.37, 0.37, 0.32, 0.30, 0.29, 0.11, 0.34, 0.24, 0.30, 0.24, 0.22, 0.29, 0.02, 0.28, 0.31, 0.29, 0.31, 0.35, 0.33, 0.34, 0.30, -0.22, 0.36, 0.29, 0.25, 0.27],
  "e_above_lowest_kj_mol": 78.22,
  "energy_ha": -2476.6042,
  "homo_energy_ha": -0.3042,
  "lumo_energy_ev": 0.07
}

Entry 2:
{
  "formula": "C32H32AlN4OS4",
  "method": "ωB97M-V/def2-TZVPD",
  "species": ["S", "S", "S", "S", "Al", "O", "N", "N", "N", "N", "C", "C", "C", "C", "C", "C", "C", "C", "C", "C", "C", "C", "C", "C", "C", "C", "C", "C", "C", "C", "C", "C", "C", "C", "C", "C", "C", "C", "C", "C", "C", "C", "H", "H", "H", "H", "H", "H", "H", "H", "H", "H", "H", "H", "H", "H", "H", "H", "H", "H", "H", "H", "H", "H", "H", "H", "H", "H", "H", "H", "H", "H", "H", "H"],
  "coordinates": [[-3.986303, -4.956996, 3.221705], [2.678219, -1.903554, -0.709396], [1.175667, 5.730438, 3.416444], [-5.159333, 1.813981, -4.534457], [-0.024306, -0.219793, -0.094997], [1.536036, -0.826831, -0.506695], [-1.054092, -1.227621, 1.151633], [0.056974, 1.203537, 1.169363], [-1.044662, 0.249470, -1.610939], [-3.050405, 1.568562, -6.077266], [-2.928623, -4.322038, 2.018031], [-2.011332, -0.086618, 4.541351], [-4.179360, -6.411524, 2.365382], [4.264672, 0.427286, 1.217451], [-1.201424, -0.481783, 2.283300], [-2.663661, 1.055113, -3.745210], [2.089872, 6.870193, 2.550383], [2.412884, 6.431300, 1.298419], [-1.612899, -2.437669, 1.086425], [3.907416, -1.045553, -1.735467], [1.223107, 4.610222, 2.108290], [0.580476, 3.310545, 2.205536], [-2.477337, -2.222384, 3.300055], [-3.590316, 1.490880, -4.853496], [-3.128193, 1.085927, -2.425280], [-0.586739, 0.211493, -2.879860], [-0.606145, 0.813236, 2.294307], [-0.713723, 1.634409, 3.414375], [3.450362, -2.004588, 0.923388], [3.447854, -0.734939, 1.762328], [-1.357450, 0.601251, -3.950718], [0.627883, 2.407506, 1.128120], [-1.441409, 1.138277, 4.553913], [-2.754932, -5.228562, 0.995260], [4.026722, -1.727317, -3.092375], [-1.910630, -0.945740, 3.389686], [2.774902, -1.595110, -3.944655], [-2.346011, -2.998178, 2.147487], [-2.313983, 0.687031, -1.401358], [1.916995, 5.137510, 1.041468], [-0.105008, 2.893131, 3.346601], [-3.470462, -6.424787, 1.198329], [2.580023, -0.546983, -4.187500], [-2.082378, 1.409889, -6.288074], [2.888282, -2.132448, -4.884102], [3.833957, -1.037482, 2.738136], [2.339567, 7.814259, 3.008505], [1.896263, -2.018445, -3.444902], [3.820072, 0.861857, 0.319308], [-2.559556, -0.443456, 5.403461], [-4.137630, 1.424420, -2.232580], [-1.527552, 1.772220, 5.426715], [5.285782, 0.125415, 0.980729], [2.079573, 4.633595, 0.099036], [2.413197, -0.427927, 1.941779], [-4.811497, -7.187529, 2.767564], [-0.175642, 3.549655, 4.205753], [1.141138, 2.669351, 0.212331], [-3.026608, -2.608015, 4.150937], [-3.645953, 1.849344, -6.842037], [2.984745, 7.015171, 0.593625], [-2.129112, -5.069662, 0.128433], [-3.463360, -7.261590, 0.516931], [3.574565, -0.008321, -1.801469], [-1.481260, -2.983651, 0.161596], [4.330908, 1.218770, 1.962413], [2.915204, -2.814687, 1.422131], [4.457914, -2.372752, 0.707044], [-0.912224, 0.522737, -4.931397], [0.422759, -0.153348, -3.020384], [4.843498, -1.069253, -1.177901], [4.292653, -2.777758, -2.953312], [4.879264, -1.268421, -3.596103], [-2.661721, 0.705602, -0.374812]],
  "atomic_forces_ev_per_a": [[0.029, -0.025, -0.043], [-0.073, 0.164, 0.127], [0.067, -0.016, -0.007], [0.017, -0.025, 0.001], [0.082, -0.061, 0.078], [0.019, -0.014, -0.220], [-0.043, -0.029, 0.006], [-0.001, 0.041, 0.029], [0.015, 0.001, -0.013], [-0.019, -0.004, -0.029], [-0.024, -0.028, -0.037], [0.001, 0.043, 0.041], [0.001, 0.043, 0.022], [0.002, 0.039, -0.010], [-0.027, -0.023, 0.055], [-0.084, 0.021, 0.038], [-0.055, -0.015, -0.003], [0.040, 0.027, -0.017], [-0.008, -0.013, 0.024], [0.067, -0.014, 0.070], [-0.015, 0.030, -0.065], [-0.023, -0.010, 0.021], [0.027, 0.016, -0.032], [0.051, -0.023, 0.012], [0.035, 0.019, -0.017], [0.011, -0.044, 0.010], [-0.003, 0.029, 0.014], [0.033, -0.014, -0.081], [-0.011, -0.095, -0.016], [-0.027, 0.019, 0.008], [0.003, -0.021, 0.002], [0.006, 0.027, 0.035], [-0.037, -0.033, 0.040], [-0.010, 0.008, 0.078], [0.033, -0.029, -0.024], [0.041, -0.001, -0.098], [-0.016, 0.029, -0.033], [0.014, 0.019, 0.019], [-0.009, 0.024, -0.017], [0.006, 0.001, 0.082], [-0.001, -0.050, -0.027], [-0.015, -0.040, -0.015], [-0.019, -0.011, 0.022], [0.023, 0.027, 0.015], [0.007, 0.001, 0.002], [0.025, -0.002, -0.014], [-0.005, 0.008, -0.008], [-0.002, -0.011, 0.001], [0.005, -0.013, 0.011], [0.001, 0.000, 0.002], [0.000, -0.001, 0.000], [-0.001, 0.001, 0.000], [0.005, 0.000, 0.014], [-0.011, -0.017, -0.001], [0.001, 0.004, 0.022], [-0.003, -0.005, -0.008], [0.005, 0.014, 0.000], [-0.005, 0.000, 0.000], [-0.006, -0.012, -0.001], [0.000, 0.000, 0.009], [0.000, 0.001, 0.001], [0.010, 0.015, -0.005], [-0.003, -0.001, 0.001], [-0.039, -0.016, -0.014], [-0.009, 0.003, -0.008], [-0.004, 0.004, 0.000], [-0.017, 0.010, -0.012], [0.004, 0.006, 0.003], [-0.025, 0.003, -0.015], [-0.004, 0.019, -0.004], [-0.014, -0.010, -0.008], [-0.008, 0.007, 0.002], [-0.009, -0.003, -0.012], [0.001, 0.006, 0.000]],
  "mulliken_charge": [-0.15, 0.29, -0.16, -0.29, -2.21, 0.77, 0.62, 0.74, 0.35, -0.28, 0.29, -1.15, -0.36, -1.16, 0.09, 1.42, -0.34, -0.60, -0.25, -0.60, 0.36, 0.72, -0.58, 0.28, -0.81, -0.35, 0.08, 0.31, -0.92, 0.16, -0.97, -0.30, -1.17, -0.41, -0.54, 0.26, -1.08, 0.70, -0.52, -0.46, -0.67, -0.60, 0.28, 0.12, 0.43, 0.51, 0.48, 0.32, 0.17, 0.52, 0.42, 0.52, 0.35, 0.35, -0.21, 0.48, 0.54, 0.40, 0.52, 0.23, 0.42, 0.35, 0.42, 0.35, 0.50, 0.41, 0.47, 0.63, 0.36, 0.30, 0.49, 0.34, 0.41, 0.62],
  "e_above_lowest_kj_mol": 14.11,
  "energy_ha": -3367.3386,
  "homo_energy_ha": -0.5559,
  "lumo_energy_ev": -9.13,
  "charge": 3
}